Computed, not measured: a structure of composition C9H13O7PY at a distorted geometry, with the ωB97M-V functional and the def2-TZVPD basis.

Structure (XYZ):
```
31
Properties=species:S:1:pos:R:3:forces:R:3:nbo_charge:R:1
Y 0.035 0.293 -1.307 0.74 -0.62 3.95 1.562
C -0.140 2.144 0.386 -0.26 2.82 5.28 0.498
O -0.186 2.741 1.372 0.20 -2.38 -4.34 -0.272
C 0.037 2.613 -2.248 -0.31 4.52 -2.67 0.469
O -0.031 3.644 -2.743 0.30 -3.75 1.93 -0.255
C -2.350 0.857 -1.501 -5.99 0.61 0.04 0.460
O -3.496 0.968 -1.477 4.81 -0.38 -0.15 -0.242
C 2.545 0.918 -1.601 5.05 0.57 0.03 0.476
O 3.686 1.059 -1.589 -4.65 -0.51 -0.15 -0.259
C 0.009 -1.152 -3.259 -0.02 0.99 -2.65 -0.508
H 0.925 -1.743 -3.153 0.11 0.28 0.15 0.294
H -0.914 -1.725 -3.126 -0.12 0.26 0.18 0.294
C 0.008 0.119 -3.795 -0.03 -2.29 -1.21 -0.424
H -0.911 0.629 -4.102 -0.03 -0.22 0.26 0.279
H 0.919 0.620 -4.136 0.04 -0.21 0.27 0.281
C -2.246 -0.466 1.481 -0.62 0.13 0.47 -0.262
O -1.277 -0.977 0.521 1.54 -0.35 -1.12 -0.909
P 0.099 -2.033 0.756 -0.66 1.22 3.41 1.766
O 0.076 -2.355 2.335 0.22 0.26 -2.94 -0.775
C 0.100 -1.428 3.446 -0.04 0.18 0.85 -0.266
O 1.145 -0.571 0.635 -1.16 -0.24 -1.50 -0.937
C 2.115 0.019 1.533 0.60 -0.27 0.70 -0.256
H -3.224 -0.580 1.015 0.00 -0.17 0.17 0.233
H -2.087 0.606 1.665 0.19 -0.35 0.05 0.186
H -2.215 -1.019 2.435 -0.01 0.18 -0.66 0.246
H -0.247 -0.424 3.174 0.11 -0.32 -0.03 0.172
H -0.565 -1.865 4.197 0.18 0.17 -0.11 0.257
H 1.119 -1.385 3.838 -0.22 -0.08 -0.05 0.230
H 1.629 0.658 2.281 0.00 -0.31 -0.18 0.210
H 2.652 -0.811 2.026 0.00 0.64 -0.23 0.248
H 2.787 0.647 0.938 0.02 -0.39 0.24 0.204
```
Positions in Å, forces in eV/Å.

Results
Total charge: +3
Relative energy (zero: lowest compared OMol25 entry of this formula, charge and spin), kJ/mol: 0.0
Spin multiplicity: 1
HOMO-LUMO gap, Eh: 0.2973
LUMO level, Eh: -0.48641
HOMO, eV: -21.33

Computed, not measured: a structure of composition C36H96F6O18Y at a distorted geometry, with the ωB97M-V functional and the def2-TZVPD basis.

Structure (XYZ):
```
157
Properties=species:S:1:pos:R:3:forces:R:3:mulliken_charge:R:1
Y -3.037 2.648 2.001 6.94 -0.30 -0.44 1.302
C -0.350 2.683 4.132 -0.89 -0.84 -0.98 0.778
O -0.790 1.325 3.862 -0.01 -0.32 0.52 -0.354
O -1.391 3.431 3.586 -0.92 -0.57 -0.22 -0.992
C 0.068 2.900 5.680 -0.93 -0.27 -1.33 0.594
F 1.111 2.100 5.972 0.19 0.26 -0.32 -0.222
F 0.405 4.162 5.964 0.18 -0.05 -0.41 -0.250
F -0.905 2.558 6.503 -0.74 -0.18 0.36 -0.266
C 0.032 0.151 4.062 0.09 -0.10 -0.07 0.227
C -0.669 -1.029 3.387 0.39 1.03 0.65 -0.858
H -0.108 -1.939 3.601 -0.15 -0.07 0.00 0.523
H -1.659 -1.059 3.843 -0.18 -0.44 -0.48 0.287
H -0.643 -0.834 2.315 -0.39 -0.23 -0.07 -0.347
H 0.166 -0.047 5.125 -0.05 0.10 0.06 0.655
H 1.018 0.233 3.604 0.12 0.55 0.03 -0.443
H 0.572 2.796 3.561 0.36 0.37 -0.02 -0.219
C -0.419 1.228 -0.297 -2.35 0.48 0.39 -0.341
O -1.008 -0.057 -0.134 0.54 -0.85 0.62 1.309
O -1.253 2.094 0.442 0.20 0.05 0.71 0.170
C 1.137 1.248 -0.037 -0.98 -0.33 0.21 0.091
F 1.672 2.432 -0.289 -0.16 0.61 0.44 -0.201
F 1.441 0.864 1.215 0.02 0.20 -0.19 0.106
F 1.760 0.413 -0.892 -0.17 -0.29 0.12 -0.146
C -0.573 -1.145 -0.980 -0.70 -0.55 0.82 0.351
C -1.505 -2.349 -0.701 0.42 0.91 -0.25 -0.729
H -1.396 -2.737 0.312 0.10 0.08 0.08 0.017
H -2.534 -2.021 -0.848 -0.11 -0.18 -0.06 -0.368
H -1.280 -3.149 -1.405 -0.08 -0.03 -0.02 0.347
H 0.451 -1.426 -0.732 0.01 0.09 -0.23 -0.042
H -0.666 -0.823 -2.017 0.22 -0.07 -0.14 -0.554
H -0.543 1.430 -1.361 0.37 0.50 -0.43 0.332
C 1.646 5.049 1.640 1.08 0.21 0.12 -0.274
C 1.031 6.440 1.655 1.30 -0.28 1.00 -0.720
O 0.007 6.466 0.706 -1.72 -0.10 0.05 -0.534
H 2.278 4.877 0.769 -0.60 0.08 -0.61 0.319
H 0.953 4.217 1.770 -0.17 0.20 0.01 -0.117
H 2.442 4.978 2.380 -0.36 0.07 0.63 0.062
H 1.782 7.193 1.414 0.17 -0.06 -0.21 0.416
H 0.650 6.732 2.634 -0.18 -0.29 0.17 0.413
H -0.300 7.360 0.541 0.06 0.30 0.05 0.258
C -3.451 6.814 0.527 0.16 0.60 0.18 -1.177
C -3.003 5.511 -0.080 -1.07 1.52 -0.55 -0.134
O -2.369 4.781 0.949 -0.93 -1.65 0.27 0.010
H -4.102 6.717 1.395 -0.16 -0.13 -0.13 0.279
H -3.882 7.499 -0.203 -0.11 -0.11 0.01 0.393
H -2.524 7.264 0.884 -0.14 0.37 0.18 0.208
H -2.318 5.824 -0.867 0.28 -0.79 -0.19 -0.017
H -3.844 4.975 -0.520 0.15 -0.44 0.07 0.570
H -1.512 5.207 1.024 1.13 -0.06 0.60 0.071
C -3.669 -2.845 -3.586 1.05 0.74 0.16 0.079
C -4.283 -2.393 -4.907 0.04 -0.69 0.97 -0.521
O -5.173 -1.352 -4.611 -1.12 0.05 -0.15 -0.564
H -3.334 -1.944 -3.072 0.31 0.11 0.06 -0.521
H -2.801 -3.493 -3.705 -0.02 -0.19 -0.04 0.206
H -4.373 -3.288 -2.882 -0.31 -0.23 -0.39 0.387
H -4.788 -3.294 -5.254 -0.49 0.38 -0.67 0.301
H -3.585 -2.042 -5.668 0.39 -0.37 0.16 0.285
H -4.742 -0.515 -4.797 0.19 0.23 -0.08 0.319
C -0.595 -6.936 -1.873 0.91 0.38 0.86 -0.893
C -2.009 -6.530 -2.138 -0.57 -0.99 -0.31 0.070
O -2.086 -6.091 -3.474 -0.28 0.17 -0.46 -0.589
H -0.059 -7.547 -2.599 -0.67 0.25 -0.70 0.502
H -0.479 -7.554 -0.983 -0.26 0.42 0.43 0.296
H -0.055 -5.996 -1.759 0.53 -0.20 0.15 -0.079
H -2.419 -5.744 -1.505 0.58 0.12 0.45 -0.011
H -2.672 -7.380 -1.974 -0.18 -0.30 -0.13 0.457
H -3.018 -5.899 -3.605 -0.06 0.15 -0.47 0.306
C -4.300 -1.718 2.271 -0.09 -0.25 -0.48 -1.038
C -4.350 -0.525 1.343 -0.56 -0.83 0.43 -0.235
O -3.221 0.317 1.649 -1.34 1.50 0.21 0.211
H -3.376 -2.287 2.163 -0.02 -0.10 -0.15 0.141
H -5.136 -2.362 1.998 0.03 -0.21 0.27 0.451
H -4.358 -1.436 3.322 -0.22 0.13 -0.07 0.277
H -5.311 -0.027 1.471 0.19 0.69 0.30 0.552
H -4.343 -0.781 0.284 0.37 -0.18 -0.02 0.050
H -2.472 -0.174 1.305 1.29 0.28 -0.41 -0.186
C 2.523 -2.343 -3.086 0.05 -1.38 0.42 -1.047
C 2.536 -3.766 -2.414 1.05 1.33 -0.66 0.732
O 3.546 -4.510 -3.076 -0.18 -0.26 -0.51 -0.610
H 1.731 -1.744 -2.637 0.17 0.21 -0.10 0.083
H 2.376 -2.425 -4.163 -0.40 -0.26 0.04 0.413
H 3.503 -1.871 -3.012 -0.07 0.07 0.49 0.440
H 1.557 -4.244 -2.462 -0.11 -0.03 -0.07 0.027
H 2.893 -3.715 -1.385 -0.59 0.46 0.42 -0.302
H 3.527 -5.410 -2.741 0.08 -0.12 -0.04 0.313
C 1.103 -5.363 0.755 1.48 -0.15 1.63 -0.481
C 1.376 -5.057 2.263 -0.14 -0.20 -1.69 -0.686
O 0.148 -5.331 2.893 -0.61 0.18 0.93 -0.449
H 0.932 -6.439 0.746 -0.72 0.17 -0.39 0.256
H 2.013 -5.240 0.167 -0.04 0.37 -0.08 0.529
H 0.301 -4.719 0.393 -0.03 -0.37 -0.10 -0.163
H 1.674 -4.022 2.428 0.09 0.12 0.00 0.217
H 2.102 -5.736 2.711 0.45 0.11 -0.39 0.450
H 0.367 -5.370 3.827 -0.40 -0.13 0.32 0.242
C -3.563 1.074 -2.444 1.01 -0.22 0.68 -0.149
C -3.573 1.929 -3.684 -0.54 -1.00 -0.20 -0.405
O -3.589 1.043 -4.839 -0.02 0.89 0.73 -0.546
H -3.390 1.681 -1.555 -0.40 0.42 0.15 -0.207
H -2.700 0.412 -2.363 0.07 -0.26 -0.52 -0.371
H -4.459 0.464 -2.322 -0.08 0.14 -0.18 0.639
H -2.733 2.615 -3.788 0.11 -0.04 0.32 0.200
H -4.504 2.491 -3.611 -0.05 0.34 -0.49 0.472
H -3.451 1.637 -5.580 -0.04 -0.25 -0.45 0.264
C 3.952 1.814 3.676 -0.16 0.88 0.12 -0.518
C 4.061 3.250 4.247 -0.10 -1.78 0.18 -0.363
O 5.089 3.886 3.537 0.01 0.93 -0.41 -0.530
H 4.929 1.333 3.721 -0.09 -0.13 0.40 0.527
H 3.704 1.819 2.614 -0.20 0.29 -0.08 -0.217
H 3.176 1.254 4.197 0.23 -0.17 0.12 0.304
H 4.342 3.220 5.300 -0.06 -0.22 0.20 0.333
H 3.122 3.803 4.207 -0.19 -0.03 -0.30 0.141
H 4.915 4.825 3.639 0.46 0.27 -0.11 0.294
C 0.081 4.556 -3.604 -1.00 0.05 0.04 -1.195
C 0.333 4.734 -2.109 1.43 0.01 0.10 0.839
O 0.444 6.099 -1.720 -0.56 0.01 -1.48 -0.689
H 0.736 5.165 -4.228 0.17 -0.03 0.29 0.376
H -0.939 4.818 -3.887 -0.20 0.52 0.19 0.307
H 0.116 3.532 -3.975 0.61 -0.23 0.40 0.098
H 1.300 4.303 -1.849 0.24 -0.41 -0.35 0.117
H -0.331 4.231 -1.406 -0.75 -0.31 -0.41 -0.326
H 0.332 6.101 -0.767 0.25 0.10 0.04 0.480
C -2.717 -5.894 1.112 -0.52 -0.64 -0.09 -0.341
C -3.049 -5.764 2.597 0.17 -1.10 -1.42 -0.679
O -2.582 -4.533 3.017 -0.44 1.42 1.04 -0.436
H -3.169 -6.789 0.685 0.10 -0.27 0.02 0.427
H -1.646 -5.924 0.913 -0.06 0.11 0.09 0.052
H -3.189 -5.072 0.574 0.18 0.27 0.03 0.020
H -2.617 -6.579 3.178 0.16 -0.14 0.04 0.281
H -4.129 -5.875 2.689 -0.08 0.53 0.36 0.408
H -1.623 -4.574 3.023 0.39 -0.10 -0.11 0.336
C 3.471 -1.548 1.740 0.58 -0.11 0.83 0.301
C 4.390 -2.780 1.791 -0.44 0.36 0.05 -0.534
O 5.540 -2.634 2.661 -1.24 -0.45 -0.57 -0.566
H 2.911 -1.338 2.651 0.00 -0.41 0.30 0.044
H 2.735 -1.653 0.942 0.24 0.26 -0.25 -0.269
H 4.130 -0.683 1.663 -0.24 0.25 -0.67 0.184
H 4.588 -3.008 0.744 0.95 0.06 -0.08 0.343
H 3.811 -3.656 2.086 0.31 -0.03 0.64 0.118
H 6.247 -2.142 2.237 -0.13 0.06 -0.29 0.347
C 5.230 2.637 -0.145 -0.33 -0.16 -0.25 -0.204
C 6.475 2.553 0.714 0.03 -0.13 -0.81 -0.540
O 6.796 3.813 1.264 0.08 -0.62 0.13 -0.564
H 4.927 1.645 -0.480 0.30 -0.12 -0.52 0.195
H 5.469 3.317 -0.963 -0.23 -0.25 -0.28 0.414
H 4.305 3.005 0.299 0.26 0.33 0.67 -0.244
H 7.291 2.249 0.058 0.17 0.22 -0.10 0.424
H 6.425 1.722 1.419 -0.20 0.21 0.66 0.175
H 6.210 3.853 2.024 -0.06 0.43 0.45 0.446
C -0.227 0.468 -4.806 -0.97 0.87 -0.17 -0.204
C 1.235 0.691 -4.798 1.20 -0.09 -0.45 -0.238
O 1.579 1.638 -5.821 -0.51 0.05 0.22 -0.590
H -0.739 1.392 -4.540 -0.08 0.21 0.00 -0.277
H -0.584 -0.263 -4.080 0.22 -0.32 -0.32 -0.061
H -0.527 0.256 -5.833 -0.23 -0.42 0.15 0.498
H 1.724 -0.248 -5.059 0.22 -0.16 0.34 0.340
H 1.591 1.056 -3.835 0.08 -0.12 0.23 0.190
H 2.534 1.727 -5.842 0.05 0.00 0.00 0.328
```
Positions in Å, forces in eV/Å.

Results
Total charge: +1
Relative energy (zero: lowest compared OMol25 entry of this formula, charge and spin), kJ/mol: 358.1
Spin multiplicity: 1
HOMO-LUMO gap, Eh: 0.2253
LUMO level, Eh: -0.19052
HOMO, eV: -11.31